Here is a 2-piece molecular cluster, C3H12NO overall from OMol25. Energies are from wB97M-V/def2-TZVPD.

Total charge ... +1
Orbital gap ... 11.359 eV
Highest occupied orbital energy ... -14.7 eV

Structure (XYZ):
```
17
C3H12NO, DFT wB97M-V/def2-TZVPD
C 2.26 -0.12 -0.40
O 1.97 -0.11 0.98
H 1.99 0.82 -0.87
H 1.70 -0.92 -0.89
H 3.31 -0.31 -0.61
H 2.41 0.64 1.42
C -1.83 1.20 -0.73
C -1.73 -0.31 -0.55
N -0.83 -0.69 0.63
H -1.30 1.72 0.06
H -2.86 1.54 -0.68
H -1.34 1.50 -1.64
H -1.27 -0.74 -1.41
H -2.70 -0.78 -0.37
H -0.53 0.15 1.12
H -1.28 -1.28 1.33
H 0.00 -1.15 0.26
```

***

Here is C22H18N5O6PrS as an isolated structure from OMol25. Energies are from wB97M-V/def2-TZVPD.

Orbital gap (spin up / spin down) ... 5.122 / 5.179 eV
⟨S²⟩ ... 2.002
Multiplicity ... 3
Highest occupied orbital energy (spin up / spin down) ... -7.2 / -7.2 eV

Structure (XYZ):
```
53
C22H18N5O6PrS, DFT wB97M-V/def2-TZVPD
Pr 2.02 1.05 0.38
C 3.24 0.13 4.62
C 2.57 0.93 3.54
O 2.82 0.56 2.31
C 1.74 1.97 3.88
C 0.98 2.80 2.99
C 0.20 3.94 3.56
N 0.95 2.58 1.70
N 0.13 3.44 0.93
C 0.20 3.26 -0.34
O 0.99 2.35 -0.93
C -0.64 4.11 -1.21
C -0.69 3.84 -2.58
C -1.48 4.61 -3.41
C -2.22 5.66 -2.89
C -2.17 5.94 -1.53
C -1.39 5.16 -0.69
H 3.76 -0.72 4.19
H 2.52 -0.22 5.36
H 3.97 0.75 5.14
H 1.65 2.18 4.93
H 0.33 3.99 4.64
H -0.85 3.82 3.31
H 0.53 4.87 3.11
H -0.11 3.02 -2.97
H -1.52 4.39 -4.47
H -2.83 6.27 -3.54
H -2.75 6.76 -1.12
H -1.34 5.37 0.37
O 4.84 1.83 -1.17
C 4.09 1.03 -1.04
O -1.23 -7.53 -4.56
S -0.34 -7.47 -3.41
O 0.87 -6.71 -3.63
O -0.17 -8.70 -2.68
C -1.28 -6.43 -2.24
N -2.47 -6.88 -1.78
C -3.11 -6.10 -0.93
C -2.62 -4.87 -0.50
C -1.40 -4.50 -1.03
N -0.74 -5.27 -1.89
C -0.70 -3.23 -0.69
C -1.21 -2.27 0.18
C -0.48 -1.14 0.43
N 0.72 -0.91 -0.12
C 1.21 -1.82 -0.97
C 0.55 -2.98 -1.28
H -4.06 -6.47 -0.56
H -3.17 -4.27 0.21
H -2.17 -2.41 0.66
H -0.85 -0.38 1.11
H 2.17 -1.61 -1.42
H 0.96 -3.72 -1.97
```

***

Here is an isolated ion of composition C6H12FN3 and charge +2 from OMol25. Energies are from wB97M-V/def2-TZVPD.

Total charge ... +2
Orbital gap ... 7.820 eV
SMILES ... C/C=C(\F)C(=[NH2+])/[NH+]=C(/C)N
Highest occupied orbital energy ... -17.4 eV

Structure (XYZ):
```
22
C6H12FN3, DFT wB97M-V/def2-TZVPD
C 4.02 -0.50 -0.07
C 2.85 0.38 0.06
C 1.50 -0.10 0.00
F 1.42 -1.38 -0.20
C 0.21 0.56 0.09
N 0.21 1.91 0.26
N -0.84 -0.35 0.24
C -2.16 -0.44 -0.12
C -3.06 -1.48 0.37
N -2.81 0.49 -0.77
H 4.04 -1.03 0.98
H 3.89 -1.41 -0.67
H 4.85 0.00 -0.26
H 3.12 1.35 -0.05
H 1.08 2.37 -0.07
H -0.56 2.50 0.33
H -0.38 -1.30 0.49
H -3.59 -1.11 1.32
H -2.58 -2.32 0.64
H -3.88 -1.73 -0.37
H -3.77 0.51 -0.98
H -2.33 1.35 -1.17
```

***

Here is C50H47CoIN6O6P as an isolated structure from OMol25. Energies are from wB97M-V/def2-TZVPD.

Total charge ... -1
Orbital gap (spin up / spin down) ... 5.972 / 6.196 eV
⟨S²⟩ ... 3.796
Multiplicity ... 4
Highest occupied orbital energy (spin up / spin down) ... -4.0 / -4.9 eV

Structure (XYZ):
```
112
C50H47CoIN6O6P, DFT wB97M-V/def2-TZVPD
Co 0.20 -0.16 0.04
C 0.37 -2.82 -4.66
N 0.81 -1.91 -3.64
C 2.08 -1.48 -3.39
C 2.01 -0.66 -2.31
N 0.71 -0.57 -1.89
C 0.01 -1.34 -2.71
P -0.53 -3.91 -1.38
C -2.45 -1.81 -0.60
N -1.64 -0.67 -0.32
C -2.35 0.42 -0.70
C -3.60 0.08 -1.11
N -3.73 -1.27 -0.98
C -4.85 -2.05 -1.41
C 0.44 -3.36 0.01
N 0.92 -2.17 0.34
C 1.85 -2.37 1.31
C 1.92 -3.69 1.61
N 1.02 -4.32 0.79
C 0.65 -5.70 0.83
H 0.66 -2.47 -5.65
H 0.80 -3.81 -4.48
H -0.72 -2.89 -4.59
H 2.91 -1.78 -3.99
H 2.78 -0.11 -1.82
H -1.92 1.41 -0.64
H -4.40 0.69 -1.48
H -5.65 -1.39 -1.72
H -4.53 -2.69 -2.25
H -5.19 -2.70 -0.60
H 2.39 -1.54 1.72
H 2.51 -4.22 2.33
H 1.05 -6.16 1.73
H -0.44 -5.79 0.83
H 1.02 -6.24 -0.04
C 0.08 5.43 2.22
C 1.14 4.45 2.73
C 2.08 5.13 3.74
O 0.49 3.36 3.35
C 1.00 2.16 2.78
C 1.42 2.62 1.39
O 1.90 3.94 1.66
C 2.46 1.74 0.64
O 1.89 0.57 0.22
C 2.91 2.60 -0.57
C 2.09 2.66 -1.69
C 2.47 3.39 -2.80
C 3.68 4.07 -2.81
C 4.49 4.03 -1.69
C 4.10 3.31 -0.57
C 3.70 1.37 1.45
C 4.35 0.19 1.09
C 5.47 -0.25 1.77
C 5.96 0.48 2.84
C 5.35 1.67 3.19
C 4.23 2.12 2.49
C -0.01 0.97 2.86
O -0.44 0.56 1.63
C -1.25 1.38 3.70
C -2.52 1.24 3.15
C -3.66 1.41 3.92
C -3.55 1.74 5.25
C -2.29 1.95 5.80
C -1.15 1.77 5.03
C 0.58 -0.16 3.73
C 0.14 -1.46 3.51
C 0.54 -2.50 4.32
C 1.40 -2.27 5.38
C 1.85 -0.99 5.61
C 1.45 0.05 4.79
H -0.56 5.74 3.03
H -0.51 4.94 1.46
H 0.58 6.30 1.78
H 1.49 5.60 4.52
H 2.69 5.88 3.23
H 2.74 4.39 4.19
H 1.93 1.88 3.31
H 0.53 2.68 0.74
H 1.17 2.09 -1.69
H 1.82 3.43 -3.66
H 3.98 4.63 -3.69
H 5.43 4.56 -1.69
H 4.75 3.29 0.29
H 3.95 -0.38 0.27
H 5.95 -1.17 1.47
H 6.83 0.14 3.38
H 5.73 2.25 4.01
H 3.79 3.06 2.75
H -2.59 0.99 2.10
H -4.63 1.26 3.47
H -4.43 1.85 5.87
H -2.19 2.25 6.83
H -0.19 1.93 5.48
H -0.52 -1.64 2.67
H 0.18 -3.50 4.13
H 1.71 -3.08 6.02
H 2.52 -0.79 6.44
H 1.82 1.04 5.02
I -3.57 -5.63 4.40
C -3.18 -4.39 2.73
C -2.96 -3.04 2.94
C -2.69 -2.24 1.84
C -2.66 -2.77 0.56
C -2.94 -4.12 0.37
C -3.18 -4.94 1.46
C -1.86 -2.63 -1.89
O -2.69 -3.29 -2.57
O -1.29 -1.49 -2.74
H -2.99 -2.61 3.92
H -2.49 -1.19 1.98
H -2.99 -4.53 -0.63
H -3.37 -5.99 1.32
```

***

Here is C45H57N6P4Re as an isolated structure from OMol25. Energies are from wB97M-V/def2-TZVPD.

Total charge ... +3
Orbital gap (spin up / spin down) ... 6.392 / 5.538 eV
⟨S²⟩ ... 0.817
Multiplicity ... 2
Highest occupied orbital energy (spin up / spin down) ... -15.5 / -15.8 eV

Structure (XYZ):
```
113
C45H57N6P4Re, DFT wB97M-V/def2-TZVPD
Re -0.39 -0.41 0.77
C 1.10 4.22 4.18
C 1.65 3.80 2.97
C 1.01 2.82 2.22
C -0.20 2.29 2.65
C -0.75 2.72 3.88
C -0.09 3.66 4.63
N -0.93 1.39 1.85
C -2.28 1.69 1.76
C -2.88 2.95 1.97
C -4.25 3.07 1.86
C -5.06 1.97 1.55
C -4.50 0.73 1.34
C -3.12 0.62 1.41
N -2.37 -0.56 1.31
N -2.97 -1.62 1.66
C -2.06 -2.62 1.95
C -2.56 -3.81 2.46
C -1.67 -4.70 3.04
C -0.33 -4.36 3.06
C 0.09 -3.19 2.46
N -0.74 -2.29 1.91
H 1.60 4.98 4.76
H 2.56 4.24 2.61
H 1.41 2.52 1.27
H -1.66 2.27 4.24
H -0.50 3.97 5.58
H -2.28 3.81 2.19
H -4.71 4.04 2.00
H -6.13 2.09 1.48
H -5.10 -0.14 1.12
H -3.62 -3.98 2.45
H -2.02 -5.63 3.48
H 0.41 -5.01 3.51
H 1.13 -2.96 2.38
C 2.78 -1.64 3.44
P 1.66 -0.33 2.79
C 1.14 0.30 4.42
C 2.98 0.70 2.09
C 3.88 1.43 2.85
C 4.90 2.13 2.22
C 5.02 2.10 0.84
C 4.14 1.34 0.08
C 3.12 0.63 0.71
P 2.01 -0.52 -0.17
C 2.46 -0.32 -1.93
C 2.89 -2.11 0.06
H 3.40 -1.15 4.19
H 3.45 -2.03 2.67
H 2.28 -2.46 3.94
H 1.94 0.87 4.88
H 0.94 -0.57 5.04
H 0.24 0.91 4.38
H 3.80 1.46 3.92
H 5.60 2.71 2.82
H 5.81 2.66 0.35
H 4.27 1.32 -0.99
H 3.53 -0.46 -2.01
H 2.19 0.64 -2.35
H 1.97 -1.11 -2.50
H 3.96 -1.90 0.00
H 2.62 -2.79 -0.75
H 2.68 -2.60 1.01
C -2.70 1.53 -1.40
P -0.91 1.24 -1.15
C -0.55 0.33 -2.69
N -0.28 1.01 -3.78
C -0.19 0.35 -4.95
C 0.13 1.05 -6.14
C 0.15 0.37 -7.32
C -0.14 -1.03 -7.37
C -0.44 -1.72 -6.24
C -0.45 -1.04 -5.00
N -0.71 -1.72 -3.86
C -0.69 -1.06 -2.73
P -1.02 -1.99 -1.19
C -2.83 -2.16 -1.38
C -0.36 -3.81 -1.37
C 0.51 -4.19 -0.17
C -1.55 -4.78 -1.42
C 0.48 -4.01 -2.64
C -0.30 3.04 -1.37
C -0.75 3.90 -0.19
C -0.96 3.71 -2.60
C 1.21 3.08 -1.51
H -2.84 1.82 -2.44
H -3.06 2.34 -0.76
H -3.30 0.66 -1.19
H 0.33 2.11 -6.09
H 0.38 0.89 -8.24
H -0.12 -1.53 -8.33
H -0.65 -2.78 -6.27
H -3.00 -2.64 -2.34
H -3.29 -1.18 -1.42
H -3.30 -2.74 -0.60
H 0.96 -3.34 0.32
H 1.30 -4.86 -0.49
H -0.09 -4.73 0.57
H -2.20 -4.71 -0.55
H -1.13 -5.79 -1.43
H -2.14 -4.67 -2.33
H 1.34 -3.34 -2.69
H -0.09 -3.89 -3.55
H 0.85 -5.03 -2.60
H -1.83 3.92 -0.08
H -0.44 4.93 -0.42
H -0.29 3.63 0.75
H -2.02 3.88 -2.45
H -0.80 3.18 -3.53
H -0.49 4.69 -2.68
H 1.72 2.45 -0.78
H 1.55 4.10 -1.35
H 1.53 2.79 -2.51
```

***

Here is C9H27AgF6PSbSi3 as an isolated structure from OMol25. Energies are from wB97M-V/def2-TZVPD.

Total charge ... +1
Orbital gap (spin up / spin down) ... 8.725 / 6.276 eV
⟨S²⟩ ... 0.754
Multiplicity ... 2
Highest occupied orbital energy (spin up / spin down) ... -13.1 / -13.3 eV

Structure (XYZ):
```
48
C9H27AgF6PSbSi3, DFT wB97M-V/def2-TZVPD
Ag 0.30 0.11 -2.62
C 0.16 -0.08 3.78
Si 0.72 1.19 2.47
C 2.60 1.45 2.50
C -0.36 2.76 2.50
Sb 0.19 -0.01 0.10
Si -2.54 -0.34 -0.05
C -2.68 -1.51 -1.55
C -3.28 1.39 -0.28
C -2.87 -1.23 1.60
Si 1.75 -2.24 -0.01
C 3.54 -1.65 -0.25
C 1.02 -3.14 -1.52
C 1.35 -3.10 1.63
H 0.33 0.31 4.77
H 0.70 -1.02 3.70
H -0.90 -0.31 3.70
H 2.89 1.90 3.45
H 2.94 2.11 1.71
H 3.14 0.51 2.42
H -0.22 3.28 3.44
H -1.42 2.52 2.42
H -0.11 3.45 1.70
H -2.22 -1.05 -2.44
H -3.71 -1.72 -1.80
H -2.19 -2.46 -1.37
H -2.92 1.86 -1.19
H -3.03 2.05 0.55
H -4.37 1.34 -0.34
H -2.18 -2.05 1.75
H -3.87 -1.64 1.64
H -2.77 -0.55 2.44
H 3.65 -1.08 -1.17
H 4.23 -2.49 -0.31
H 3.87 -1.01 0.56
H 1.05 -2.51 -2.41
H -0.01 -3.43 -1.35
H 1.57 -4.05 -1.76
H 1.79 -2.58 2.47
H 1.73 -4.12 1.65
H 0.28 -3.16 1.80
F 0.25 1.83 -3.90
P 0.27 3.27 -4.98
F 1.04 2.33 -6.02
F -0.50 4.00 -3.76
F 1.67 3.62 -4.26
F -1.14 2.72 -5.51
F 0.28 4.54 -5.90
```

***

Here is C45H38GeMnN3O3 as an isolated structure from OMol25. Energies are from wB97M-V/def2-TZVPD.

Orbital gap (spin up / spin down) ... 6.283 / 6.171 eV
⟨S²⟩ ... 6.240
Multiplicity ... 5
Highest occupied orbital energy (spin up / spin down) ... -7.2 / -7.4 eV

Structure (XYZ):
```
91
C45H38GeMnN3O3, DFT wB97M-V/def2-TZVPD
Mn 1.06 2.16 -0.56
C 2.72 4.85 2.29
C 1.82 4.08 1.39
N 2.27 3.21 0.53
N 3.59 2.98 0.38
C 3.75 2.17 -0.67
O 2.75 1.90 -1.43
C 5.03 1.49 -0.89
C 5.23 0.79 -2.08
C 6.38 0.04 -2.25
C 7.33 -0.03 -1.24
C 7.13 0.67 -0.06
C 5.99 1.43 0.12
C 0.38 4.21 1.37
C -0.34 5.05 2.22
C -1.71 5.16 2.09
C -2.35 4.42 1.09
C -1.58 3.60 0.29
N -0.26 3.48 0.42
H 3.71 4.41 2.25
H 2.35 4.83 3.32
H 2.79 5.89 1.97
H 4.47 0.84 -2.85
H 6.53 -0.50 -3.18
H 8.22 -0.63 -1.38
H 7.87 0.62 0.73
H 5.81 1.97 1.04
H 0.19 5.61 2.98
H -2.28 5.81 2.74
H -3.41 4.49 0.94
H -2.04 3.02 -0.50
O -0.11 2.67 -2.90
C -0.31 1.46 -2.71
O -0.01 0.92 -1.58
C -0.89 0.50 -3.71
C -0.72 -0.95 -3.24
Ge -1.62 -1.47 -1.51
C -3.51 -0.93 -1.71
C -4.31 -1.58 -2.64
C -5.64 -1.23 -2.81
C -6.19 -0.21 -2.04
C -5.40 0.46 -1.11
C -4.07 0.10 -0.95
C -1.49 -3.45 -1.60
C -2.55 -4.31 -1.32
C -2.36 -5.68 -1.27
C -1.10 -6.22 -1.49
C -0.04 -5.38 -1.77
C -0.23 -4.01 -1.83
C -0.96 -1.18 0.36
C -0.39 -2.37 1.19
C 0.75 -1.61 2.91
C 1.34 -0.26 3.19
C 1.50 0.72 2.30
C -0.40 0.14 0.78
H -0.41 0.67 -4.68
H -1.95 0.74 -3.84
H 0.34 -1.19 -3.14
H -1.15 -1.64 -3.97
H -3.89 -2.38 -3.25
H -6.26 -1.75 -3.53
H -7.23 0.06 -2.16
H -5.82 1.25 -0.51
H -3.46 0.62 -0.23
H -3.54 -3.89 -1.14
H -3.20 -6.34 -1.05
H -0.95 -7.29 -1.44
H 0.95 -5.79 -1.94
H 0.61 -3.35 -2.03
H -0.84 -3.32 0.92
H 0.93 -2.24 3.78
H 1.67 -0.08 4.21
H 1.99 1.64 2.60
H -0.99 0.92 0.31
C -2.89 -1.70 3.78
C -3.30 -0.43 3.18
C -2.58 0.15 2.21
C -1.35 -0.49 1.74
C 1.08 0.53 0.86
C 2.01 -0.50 0.25
C 2.05 -1.78 0.60
C 1.11 -2.38 1.59
C -0.77 -1.67 2.51
C -1.72 -2.27 3.48
H -3.56 -2.15 4.50
H -4.21 0.04 3.54
H -2.87 1.10 1.78
H 2.74 -0.18 -0.48
H 2.79 -2.44 0.16
H 1.42 -3.40 1.82
H -1.42 -3.20 3.96
```

***

Here is one molecule with the formula C5H7N from OMol25. Energies are from wB97M-V/def2-TZVPD.

Orbital gap ... 10.310 eV
SMILES ... C#C[C@@H]1N[C@@H]1C
Highest occupied orbital energy ... -9.2 eV

Structure (XYZ):
```
13
C5H7N, DFT wB97M-V/def2-TZVPD
C 2.68 -0.31 0.06
C 1.60 0.09 -0.28
C 0.37 0.64 -0.82
N -0.47 1.53 -0.01
C -0.99 0.23 -0.39
C -1.30 -0.87 0.61
H 3.66 -0.65 0.35
H 0.48 0.97 -1.85
H -0.11 1.53 0.94
H -1.74 0.30 -1.17
H -0.63 -0.86 1.47
H -2.33 -0.74 0.97
H -1.24 -1.85 0.13
```